Computed, not measured: a cluster of 2 separate species, C2H6B2 in total in a non-equilibrium geometry, with the ωB97M-V functional and the def2-TZVPD basis.

```
10
C2H6B2 (the ωB97M-V functional and the def2-TZVPD basis)
B 1.65798 0.31500 0.03927
B -1.84435 -0.08201 0.04127
C 1.03724 -1.01299 0.08185
C -0.53136 0.19120 -0.55809
H 1.97675 0.74238 1.08315
H 1.97083 0.70146 -0.93166
H -1.94880 -0.65238 0.98406
H -2.80807 0.54614 -0.23681
H 0.68346 -1.61125 0.88697
H -0.19370 0.86245 -1.39001
```

The calculation puts the relative energy (zero: lowest compared OMol25 entry of this formula, charge and spin) at 96.3 kcal per mole. The value obtained for the lowest unoccupied orbital energy (alpha / beta) is -2.3 / -1.0 eV. The HOMO-LUMO gap (alpha / beta) is 7.23 / 9.22 eV.



Computed, not measured: a cluster of 2 separate species, C2H6BrClOSi in total in a non-equilibrium geometry, with the ωB97M-V functional and the def2-TZVPD basis.

```
12
C2H6BrClOSi (the ωB97M-V functional and the def2-TZVPD basis)
C 0.31937 -0.40660 -2.24126
C 0.48809 0.53675 2.12301
O 1.17932 0.60029 -1.59093
Si 1.73503 0.65630 -0.09546
Cl 2.78404 2.30032 0.21727
Br 2.95015 -1.13529 0.17213
H 0.29947 -0.03827 -3.27664
H -0.78325 -0.33352 -1.82413
H 0.61032 -1.47915 -2.12461
H 1.21431 0.93607 2.87829
H -0.31483 1.09334 2.07078
H 0.25136 -0.43233 2.36983
```

The calculation puts the relative energy (zero: lowest compared OMol25 entry of this formula, charge and spin) at 0.0 kcal per mole. Its expectation value of S² is 2.00. Its spin multiplicity is 3. The value obtained for the lowest unoccupied orbital energy (alpha / beta) is 0.8 / -2.5 eV. The HOMO-LUMO gap (alpha / beta) is 6.45 / 8.18 eV.



no.,DFT total energy (a.u.)
1,-129.238040
2,-3478.662160